Entry 1:
{
  "formula": "C58H75F6N10O19S2",
  "method": "ωB97M-V/def2-TZVPD",
  "multiplicity": 1,
  "total_charge": -1,
  "symbols": ["C", "F", "F", "F", "S", "O", "O", "N", "S", "O", "O", "C", "F", "F", "F", "C", "C", "C", "O", "C", "O", "O", "H", "H", "H", "H", "H", "H", "C", "C", "C", "O", "C", "O", "O", "H", "H", "H", "H", "H", "H", "C", "C", "C", "O", "C", "O", "O", "H", "H", "H", "H", "H", "H", "C", "C", "C", "O", "C", "O", "O", "H", "H", "H", "H", "H", "H", "C", "C", "C", "O", "C", "O", "O", "H", "H", "H", "H", "H", "H", "N", "C", "C", "C", "C", "H", "H", "H", "H", "H", "N", "C", "C", "C", "C", "H", "H", "H", "H", "H", "N", "C", "C", "C", "C", "H", "H", "H", "H", "H", "N", "C", "C", "C", "C", "H", "H", "H", "H", "H", "N", "C", "C", "C", "C", "H", "H", "H", "H", "H", "N", "C", "C", "C", "C", "H", "H", "H", "H", "H", "N", "C", "C", "C", "C", "H", "H", "H", "H", "H", "N", "C", "C", "C", "C", "H", "H", "H", "H", "H", "N", "C", "C", "C", "C", "H", "H", "H", "H", "H"],
  "xyz": [[2.015, 0.156, 2.120], [2.960, -0.729, 1.833], [1.251, -0.330, 3.093], [2.560, 1.279, 2.542], [1.016, 0.515, 0.604], [0.352, 1.747, 0.871], [1.951, 0.500, -0.481], [0.031, -0.856, 0.624], [-1.175, -0.395, -0.325], [-2.120, 0.418, 0.392], [-0.776, 0.104, -1.616], [-2.123, -1.982, -0.612], [-3.230, -1.755, -1.292], [-1.373, -2.830, -1.335], [-2.386, -2.559, 0.549], [3.516, -3.009, -0.661], [4.923, -3.018, -0.099], [5.927, -3.884, -0.868], [6.989, -3.018, -1.219], [6.662, -1.737, -0.917], [7.357, -0.798, -1.136], [5.459, -1.682, -0.322], [2.926, -3.850, -0.285], [3.521, -3.002, -1.750], [3.014, -2.122, -0.271], [4.948, -3.139, 0.984], [5.429, -4.319, -1.739], [6.312, -4.743, -0.317], [-8.587, -3.515, -1.188], [-7.722, -2.556, -1.961], [-6.205, -2.737, -1.855], [-5.754, -2.899, -3.187], [-6.809, -2.887, -4.047], [-6.704, -2.990, -5.224], [-7.962, -2.780, -3.369], [-8.374, -3.424, -0.117], [-8.321, -4.559, -1.373], [-9.643, -3.325, -1.358], [-8.024, -1.536, -1.733], [-5.930, -3.572, -1.208], [-5.768, -1.848, -1.401], [2.671, -2.355, 5.998], [2.646, -0.880, 5.698], [3.049, 0.053, 6.843], [4.131, 0.832, 6.350], [4.462, 0.415, 5.103], [5.345, 0.869, 4.453], [3.668, -0.599, 4.705], [2.096, -2.608, 6.889], [3.714, -2.659, 6.132], [2.314, -2.975, 5.176], [1.702, -0.584, 5.239], [3.388, -0.522, 7.708], [2.216, 0.690, 7.136], [4.489, 1.867, -2.352], [5.158, 3.065, -2.998], [4.187, 4.115, -3.544], [4.604, 5.337, -2.933], [5.495, 5.081, -1.955], [5.908, 5.893, -1.193], [5.864, 3.780, -1.949], [3.651, 2.147, -1.722], [5.227, 1.290, -1.790], [4.262, 1.189, -3.182], [5.897, 2.764, -3.740], [3.143, 3.868, -3.347], [4.270, 4.227, -4.626], [5.708, 1.407, 1.164], [5.697, 2.913, 1.165], [4.889, 3.496, 2.330], [5.773, 4.419, 2.955], [7.013, 4.261, 2.455], [7.991, 4.758, 2.916], [7.011, 3.444, 1.386], [4.668, 1.067, 1.111], [6.208, 0.981, 2.028], [6.116, 1.039, 0.222], [5.259, 3.276, 0.240], [4.537, 2.737, 3.027], [4.014, 4.043, 1.977], [-6.064, 1.816, -2.233], [-4.938, 2.439, -1.747], [-3.886, 1.584, -1.994], [-4.381, 0.436, -2.638], [-5.729, 0.645, -2.840], [-6.992, 2.195, -2.169], [-4.966, 3.416, -1.299], [-2.882, 1.824, -1.687], [-3.814, -0.376, -3.053], [-6.430, 0.050, -3.402], [-4.509, 4.644, 0.953], [-3.793, 5.618, 0.298], [-2.500, 5.170, 0.211], [-2.461, 3.849, 0.732], [-3.723, 3.556, 1.183], [-5.492, 4.681, 1.154], [-4.273, 6.530, -0.010], [-1.703, 5.666, -0.320], [-1.585, 3.222, 0.781], [-4.058, 2.641, 1.643], [-0.162, 4.400, 3.025], [0.300, 3.286, 3.661], [1.423, 3.659, 4.363], [1.654, 5.030, 4.119], [0.663, 5.460, 3.267], [-0.975, 4.507, 2.438], [-0.240, 2.362, 3.553], [2.008, 2.934, 4.909], [2.462, 5.649, 4.474], [0.412, 6.426, 2.863], [1.512, -1.520, -2.608], [2.014, -0.988, -3.763], [2.080, -1.996, -4.686], [1.658, -3.203, -4.062], [1.268, -2.846, -2.789], [1.329, -0.993, -1.769], [2.262, 0.058, -3.824], [2.441, -1.941, -5.701], [1.589, -4.185, -4.497], [0.867, -3.412, -1.967], [-1.496, -3.632, -4.553], [-1.180, -4.124, -5.789], [-2.304, -4.023, -6.572], [-3.332, -3.462, -5.779], [-2.820, -3.270, -4.523], [-0.810, -3.472, -3.835], [-0.212, -4.552, -5.977], [-2.395, -4.292, -7.612], [-4.362, -3.321, -6.065], [-3.196, -2.851, -3.607], [0.946, -3.701, 1.250], [1.718, -4.043, 2.322], [1.890, -5.403, 2.301], [1.176, -5.902, 1.182], [0.628, -4.821, 0.540], [0.710, -2.751, 1.000], [2.076, -3.322, 3.037], [2.539, -5.945, 2.970], [1.183, -6.911, 0.802], [0.070, -4.759, -0.378], [-5.664, 0.037, 0.325], [-7.019, -0.208, 0.346], [-7.327, -0.874, 1.494], [-6.092, -1.205, 2.122], [-5.113, -0.548, 1.435], [-5.081, 0.527, -0.341], [-7.590, 0.334, -0.392], [-8.323, -1.008, 1.883], [-6.035, -1.760, 3.044], [-4.061, -0.410, 1.633], [-1.275, -1.517, 3.188], [-1.697, -2.727, 3.625], [-2.504, -2.556, 4.726], [-2.620, -1.149, 4.894], [-1.890, -0.524, 3.920], [-0.796, -1.335, 2.307], [-1.413, -3.641, 3.126], [-3.004, -3.303, 5.316], [-3.185, -0.611, 5.641], [-1.664, 0.512, 3.736], [-0.134, 2.522, -3.046], [0.180, 3.467, -2.111], [0.541, 4.612, -2.780], [0.541, 4.305, -4.173], [0.107, 3.009, -4.299], [-0.286, 1.548, -2.825], [0.069, 3.299, -1.055], [0.823, 5.560, -2.351], [0.740, 5.055, -4.922], [-0.018, 2.382, -5.165]],
  "forces_ev_per_a": [[0.03, -0.17, -0.08], [0.06, -0.15, -0.03], [-0.23, -0.09, 0.03], [0.17, 0.20, -0.10], [0.63, -0.92, 0.51], [-0.50, 0.15, 0.22], [0.20, -0.29, -0.14], [0.92, 1.74, -1.01], [-2.08, 0.41, 0.25], [-0.20, -0.31, 0.01], [0.12, -0.56, 0.01], [1.15, -0.21, -0.13], [-0.03, 0.12, 0.36], [0.01, -0.03, 0.02], [-0.27, 0.02, 0.08], [0.08, -0.26, 0.75], [-0.02, 0.87, -0.31], [-0.61, -0.82, 0.18], [0.06, 0.06, -0.13], [-0.17, -0.07, 0.22], [0.03, 0.03, -0.17], [0.25, -0.09, -0.09], [0.26, -0.16, -0.23], [0.05, 0.07, 0.07], [0.05, 0.08, -0.24], [-0.07, -0.32, -0.02], [0.25, 0.35, -0.30], [0.14, 0.25, 0.28], [0.55, -0.37, 0.91], [-0.28, -0.40, -0.44], [-0.27, 0.46, 1.03], [-0.12, 0.03, -0.24], [0.36, -0.26, 0.53], [-0.12, 0.06, -0.22], [-0.12, 0.29, -0.21], [-0.16, 0.42, -0.04], [-0.18, 0.07, -0.52], [-0.03, -0.12, -0.08], [0.10, 0.06, -0.08], [0.02, -0.29, -0.38], [0.16, 0.01, -0.24], [0.47, -0.38, 0.00], [0.17, 0.15, -0.68], [-0.30, -0.46, 0.32], [-0.15, -0.03, -0.28], [0.01, -0.12, 0.08], [0.05, 0.07, 0.03], [-0.17, 0.04, 0.16], [-0.02, 0.09, 0.01], [-0.05, 0.06, 0.32], [-0.26, 0.26, -0.04], [0.00, 0.00, 0.26], [0.06, 0.10, 0.04], [0.14, 0.19, 0.04], [0.97, -0.40, -0.95], [-0.06, -0.03, 0.99], [0.21, -0.28, -0.69], [-0.36, -0.12, 0.03], [0.26, -0.26, 0.15], [0.04, 0.21, 0.09], [-0.31, 0.44, -0.56], [-0.21, -0.15, -0.13], [-0.01, 0.23, 0.23], [-0.75, 0.03, 0.24], [0.05, -0.04, 0.03], [0.01, 0.28, 0.43], [0.11, 0.08, 0.02], [-0.39, -0.05, -0.93], [-0.53, -0.26, 0.66], [-0.57, 0.20, -0.30], [0.03, -0.09, 0.24], [0.11, -0.21, -0.03], [0.13, 0.25, 0.00], [-0.15, 0.02, -0.15], [0.06, 0.01, 0.32], [0.00, -0.01, 0.04], [0.49, -0.07, 0.24], [0.52, 0.17, -0.21], [0.36, 0.05, 0.20], [0.03, 0.07, 0.03], [-0.19, 0.73, -0.18], [-0.01, -0.77, -0.28], [0.25, 0.95, 0.68], [-0.44, 0.28, -0.97], [0.38, -0.62, 0.16], [0.01, 0.01, -0.16], [-0.03, -0.02, 0.10], [0.09, -0.21, -0.13], [0.01, -0.05, 0.00], [-0.17, 0.04, 0.16], [-0.40, -0.10, -0.24], [0.05, -0.19, 0.54], [-0.08, 0.05, -0.76], [0.03, 0.27, 0.12], [0.66, -0.25, 0.21], [0.03, 0.05, 0.01], [0.09, 0.07, 0.00], [0.03, 0.07, 0.14], [-0.14, -0.23, -0.07], [-0.29, 0.12, 0.03], [-0.01, 0.55, -0.30], [-0.32, 0.55, -0.02], [-0.19, -0.91, -0.14], [0.16, 0.47, -0.26], [-0.17, -0.26, 0.40], [-0.04, -0.45, 0.08], [0.18, -0.15, 0.08], [0.20, 0.30, 0.19], [0.04, -0.12, 0.09], [0.20, 0.06, -0.01], [-0.06, -0.03, -0.51], [-0.21, -0.04, 0.24], [0.49, -0.50, -0.42], [-0.38, 0.59, 0.45], [0.11, -0.13, 0.20], [0.11, 0.04, -0.11], [-0.02, 0.01, -0.03], [-0.01, 0.23, 0.03], [0.06, -0.03, -0.03], [0.10, -0.20, -0.09], [-0.14, -0.39, -0.22], [-0.21, 0.13, 0.06], [0.20, -0.04, -0.20], [-0.52, -0.27, 0.25], [0.86, 0.40, 0.17], [-0.08, 0.03, 0.07], [0.07, 0.16, -0.15], [0.07, -0.13, 0.03], [0.03, 0.14, 0.01], [-0.37, -0.01, -0.15], [-0.06, 0.19, 0.23], [0.02, -0.15, 0.06], [0.24, 0.04, 0.08], [0.40, 0.01, -0.38], [-0.10, -0.04, 0.03], [-0.10, -0.06, -0.07], [-0.01, 0.15, -0.17], [-0.21, -0.12, 0.09], [-0.16, -0.05, 0.12], [-0.12, -0.03, 0.05], [0.13, -0.72, 1.16], [0.49, 1.65, -0.66], [-0.04, -0.44, -0.23], [-0.75, 0.48, 0.67], [0.58, -0.14, -0.43], [-0.36, 0.07, -0.21], [-0.39, -0.31, 0.12], [0.00, -0.40, -0.13], [0.37, 0.09, 0.04], [0.01, -0.28, 0.01], [-0.51, 0.59, -0.41], [0.02, -0.79, 0.30], [0.00, 0.59, -0.36], [-0.36, 0.55, 0.40], [0.63, -0.69, 0.05], [-0.09, -0.17, 0.43], [0.14, 0.07, -0.01], [0.09, -0.16, -0.06], [-0.02, -0.17, 0.05], [-0.15, 0.05, -0.05], [0.50, -0.28, 0.05], [-0.28, 0.52, -0.07], [0.28, -0.30, -0.14], [-0.40, 0.47, 0.40], [0.19, 0.07, -0.10], [-0.17, 0.17, 0.00], [0.00, -0.21, 0.01], [-0.02, -0.05, 0.12], [0.06, -0.32, -0.30], [-0.08, 0.03, -0.02]],
  "lowdin_charge": [-0.680, 0.147, 0.127, 0.163, 0.628, -0.272, -0.275, -0.296, 0.575, -0.288, -0.295, -0.648, 0.146, 0.112, 0.154, -0.018, -0.262, -0.098, 0.071, -0.564, 0.156, 0.068, 0.076, 0.082, 0.066, 0.153, 0.130, 0.130, -0.024, -0.306, -0.102, 0.049, -0.564, 0.156, 0.079, 0.082, 0.093, 0.085, 0.122, 0.141, 0.091, -0.011, -0.297, -0.086, 0.074, -0.555, 0.168, 0.056, 0.093, 0.099, 0.063, 0.134, 0.131, 0.134, -0.009, -0.277, -0.084, 0.072, -0.573, 0.164, 0.062, 0.083, 0.075, 0.082, 0.151, 0.105, 0.131, -0.007, -0.291, -0.091, 0.075, -0.569, 0.146, 0.106, 0.073, 0.092, 0.059, 0.124, 0.098, 0.131, 0.010, -0.110, -0.104, -0.101, -0.131, 0.144, 0.098, 0.083, 0.093, 0.117, -0.002, -0.133, -0.099, -0.127, -0.136, 0.143, 0.103, 0.093, 0.068, 0.113, 0.026, -0.143, -0.118, -0.110, -0.131, 0.103, 0.089, 0.084, 0.092, 0.105, 0.036, -0.109, -0.095, -0.115, -0.193, 0.073, 0.099, 0.091, 0.088, 0.088, 0.020, -0.147, -0.116, -0.101, -0.124, 0.093, 0.091, 0.084, 0.078, 0.078, 0.020, -0.144, -0.107, -0.103, -0.155, 0.080, 0.090, 0.089, 0.090, 0.095, 0.044, -0.176, -0.117, -0.096, -0.129, 0.088, 0.097, 0.091, 0.089, 0.089, 0.009, -0.155, -0.104, -0.125, -0.132, 0.061, 0.104, 0.083, 0.087, 0.096, 0.033, -0.128, -0.121, -0.130, -0.136, 0.095, 0.089, 0.092, 0.087, 0.105]
}

---

Entry 2:
{
  "formula": "C23H27N5O4",
  "method": "ωB97M-V/def2-TZVPD",
  "multiplicity": 1,
  "de_lowest_kcal_mol": 26.4,
  "symbols": ["C", "C", "O", "C", "O", "C", "C", "C", "N", "C", "O", "C", "N", "N", "C", "C", "C", "C", "C", "N", "C", "C", "C", "C", "C", "C", "N", "C", "C", "O", "C", "C", "H", "H", "H", "H", "H", "H", "H", "H", "H", "H", "H", "H", "H", "H", "H", "H", "H", "H", "H", "H", "H", "H", "H", "H", "H", "H", "H"],
  "xyz": [[-9.407, -1.513, -0.815], [-8.919, -0.462, 0.171], [-7.550, -0.674, 0.525], [-6.622, -0.184, -0.302], [-6.866, 0.415, -1.316], [-5.231, -0.447, 0.242], [-4.192, -0.447, -0.879], [-2.788, -0.578, -0.288], [-2.539, 0.493, 0.646], [-1.690, 1.534, 0.515], [-1.594, 2.396, 1.368], [-0.819, 1.595, -0.743], [0.402, 0.830, -0.565], [0.215, -0.456, -0.239], [1.199, -1.249, 0.019], [0.865, -2.664, 0.364], [2.539, -0.758, -0.043], [3.821, -1.257, 0.163], [4.268, -2.586, 0.652], [4.660, -0.220, -0.097], [6.065, -0.187, -0.029], [6.842, -1.235, -0.508], [8.221, -1.153, -0.425], [8.824, -0.032, 0.118], [8.046, 1.024, 0.567], [6.669, 0.951, 0.495], [4.023, 0.898, -0.436], [2.735, 0.601, -0.418], [1.620, 1.484, -0.716], [1.677, 2.643, -1.071], [-3.462, 0.481, 1.763], [-4.893, 0.656, 1.257], [-8.854, -1.431, -1.747], [-9.265, -2.510, -0.405], [-10.463, -1.360, -1.017], [-9.021, 0.538, -0.261], [-9.467, -0.520, 1.114], [-5.242, -1.412, 0.757], [-4.279, 0.486, -1.438], [-4.382, -1.272, -1.567], [-2.715, -1.523, 0.263], [-2.030, -0.595, -1.066], [-1.355, 1.261, -1.634], [-0.504, 2.635, -0.876], [1.111, -2.865, 1.406], [-0.198, -2.827, 0.217], [1.429, -3.352, -0.262], [5.232, -2.507, 1.151], [4.359, -3.298, -0.170], [3.540, -2.981, 1.356], [6.379, -2.093, -0.968], [8.825, -1.967, -0.796], [9.901, 0.025, 0.180], [8.515, 1.906, 0.976], [6.044, 1.765, 0.827], [-3.364, -0.471, 2.297], [-3.189, 1.299, 2.431], [-4.983, 1.631, 0.772], [-5.590, 0.620, 2.095]],
  "forces_ev_per_a": [[0.29, 0.20, 0.22], [-0.41, 0.12, -0.29], [-0.03, -0.21, 0.30], [0.45, -0.16, 0.08], [-0.10, 0.08, -0.14], [-0.15, 0.30, -0.29], [0.02, -0.16, 0.24], [-0.20, -0.03, -0.53], [-0.30, -0.23, 0.19], [0.31, -0.05, -0.25], [0.16, 0.37, 0.10], [-0.11, 0.33, 0.02], [0.39, 0.49, -0.03], [-0.11, -1.04, 0.25], [-0.32, 0.07, -0.06], [0.00, 0.11, 0.02], [0.52, 0.78, -0.24], [-0.45, -0.02, 0.06], [0.04, -0.10, -0.01], [-0.86, -0.30, -0.04], [0.88, 0.12, 0.06], [-0.21, 0.10, 0.01], [0.07, -0.01, 0.04], [0.06, -0.02, -0.02], [0.00, -0.03, -0.02], [-0.14, -0.09, 0.02], [-0.21, 0.93, -0.35], [0.61, -1.05, 0.38], [-0.19, 0.37, -0.19], [0.25, 0.02, 0.03], [-0.19, 0.38, 0.26], [0.13, -0.27, 0.14], [-0.01, -0.01, -0.08], [-0.04, -0.10, 0.02], [-0.13, -0.01, -0.04], [-0.02, -0.13, 0.15], [0.08, 0.05, -0.10], [0.01, 0.03, -0.01], [0.02, -0.01, -0.06], [-0.01, 0.00, -0.07], [0.10, -0.01, -0.07], [-0.10, -0.06, 0.13], [0.08, 0.02, 0.02], [-0.21, -0.27, 0.03], [0.02, -0.10, 0.08], [-0.05, -0.04, 0.00], [0.03, -0.12, -0.02], [-0.01, -0.08, 0.03], [0.06, -0.07, 0.02], [0.01, -0.03, 0.02], [-0.07, -0.07, -0.03], [0.04, -0.06, -0.03], [0.09, 0.01, 0.00], [0.02, 0.08, 0.04], [-0.04, 0.06, 0.04], [0.01, 0.01, 0.01], [-0.03, -0.20, -0.04], [-0.01, 0.05, 0.01], [-0.03, 0.04, 0.02]],
  "lowdin_charge": [-0.062, -0.214, -0.001, -0.479, 0.125, -0.226, -0.115, -0.164, -0.052, -0.425, 0.064, -0.025, -0.036, 0.139, -0.262, -0.019, -0.048, -0.163, -0.011, -0.042, -0.187, -0.024, -0.076, -0.085, -0.071, -0.004, 0.184, -0.117, -0.356, 0.084, -0.129, -0.106, 0.075, 0.077, 0.077, 0.122, 0.122, 0.155, 0.127, 0.126, 0.126, 0.097, 0.127, 0.129, 0.082, 0.072, 0.082, 0.083, 0.091, 0.077, 0.111, 0.105, 0.103, 0.107, 0.114, 0.132, 0.122, 0.137, 0.124]
}

---

no.,LUMO (eV)
1,1.72
2,0.39